1.
C24H40Cl2F5N4O2 | the ωB97M-V functional and the def2-TZVPD basis

XYZ file:
```
77
Properties=species:S:1:pos:R:3:mulliken_charge:R:1
C -1.933 -4.905 -0.207 -1.2440
C -0.422 -4.861 -0.467 -0.3840
C 0.415 -4.299 0.695 -0.5326
C 0.072 -2.824 0.909 -0.5494
O 1.129 -2.188 1.646 -0.0386
C 1.657 -0.992 1.250 0.2882
C 2.625 -0.547 2.402 -2.4523
C 2.556 -1.319 3.723 1.1368
N 1.239 -1.329 4.367 -0.4968
N 3.531 -0.591 4.579 -0.8005
N 3.117 -2.666 3.593 -0.6627
N 2.624 -1.215 0.073 0.3315
C 1.996 -1.326 -1.274 -1.7758
C 1.108 -0.143 -1.601 1.0979
C 0.416 -0.318 -2.967 -1.5194
C 0.535 0.962 -3.813 0.3339
C -0.516 1.017 -4.931 -0.6284
O 0.130 1.077 -6.198 -0.5384
C 0.098 0.179 -0.493 -2.2375
C 0.709 0.201 0.921 -0.1485
C -0.338 0.521 2.001 1.5747
F 0.279 1.139 3.065 -0.4116
F -0.930 -0.603 2.480 -0.3438
C -1.443 1.457 1.544 -0.4433
C -1.356 2.824 1.780 -0.5691
C -2.391 3.657 1.398 -1.4647
C -3.512 3.149 0.770 -0.6759
C -3.582 1.790 0.499 -0.0608
C -4.750 1.171 -0.216 0.9386
F -5.505 0.409 0.581 -0.2596
F -5.518 2.083 -0.821 -0.2802
F -4.287 0.349 -1.199 -0.2423
C -2.555 0.955 0.898 -0.2202
H -2.276 -5.886 0.120 0.3480
H -2.477 -4.644 -1.115 0.3503
H -2.252 -4.190 0.553 0.2837
H -0.260 -4.192 -1.322 0.1012
H -0.031 -5.827 -0.782 0.5374
H 0.246 -4.870 1.607 0.4047
H 1.458 -4.372 0.372 0.2577
H -0.150 -2.389 -0.063 -0.0767
H -0.826 -2.775 1.521 0.4308
H 2.502 0.513 2.613 0.6153
H 3.666 -0.663 2.094 0.5178
H 1.101 -0.468 4.884 0.2006
H 1.263 -2.048 5.083 0.3251
H 3.393 0.409 4.521 0.2845
H 3.422 -0.881 5.543 0.2919
H 2.343 -3.324 3.633 0.2677
H 3.655 -2.846 4.434 0.3080
H 3.306 -0.458 0.036 0.5810
H 3.093 -2.097 0.296 0.5300
H 1.498 -2.285 -1.408 0.3018
H 2.810 -1.342 -2.004 0.4625
H 1.767 0.735 -1.664 0.5825
H -0.651 -0.433 -2.760 0.5444
H 0.797 -1.182 -3.514 0.4194
H 1.528 1.027 -4.260 0.3466
H 0.446 1.817 -3.137 -0.4036
H -1.105 0.095 -4.903 0.2508
H -1.209 1.846 -4.780 0.3866
H -0.236 1.809 -6.700 0.3284
H -0.757 -0.495 -0.548 0.4282
H -0.280 1.172 -0.739 0.8357
H 1.372 1.075 0.903 0.7248
H -0.493 3.248 2.277 0.5014
H -2.378 4.715 1.605 0.8929
H -4.336 3.790 0.490 0.5448
H -2.631 -0.109 0.711 0.4701
Cl -0.823 5.229 -0.287 -0.1126
C -0.661 5.898 -1.936 -0.4893
C -0.115 4.877 -2.901 -0.3857
Cl 1.589 4.483 -2.537 -0.1845
H -0.016 6.772 -1.888 0.3661
H -1.654 6.219 -2.246 0.3088
H -0.142 5.276 -3.913 0.4093
H -0.690 3.953 -2.875 0.1904
```

Kohn-Sham gap (eV): 8.95
E_LUMO (eV): -2.56
Net charge: +1

2.
C24H40N4O6PS4SbTl | the ωB97M-V functional and the def2-TZVPD basis

XYZ file:
```
81
Properties=species:S:1:pos:R:3:mulliken_spin:R:1
Tl -0.020 -0.043 0.178 0.0020
C -1.863 0.814 -5.212 0.0000
N -0.697 0.408 -4.436 -0.0003
C 0.203 -0.525 -5.106 -0.0003
C -0.513 0.691 -3.146 -0.0002
O 0.401 0.206 -2.470 -0.0013
C -1.504 1.630 -2.456 0.0001
O -1.013 2.024 -1.183 0.0013
C -0.222 3.193 -1.198 0.0014
C 1.106 2.963 -0.484 0.0038
O 1.383 1.852 0.000 -0.0096
N 1.952 3.986 -0.408 0.0004
C 3.256 3.824 0.232 0.0005
C 1.672 5.327 -0.911 0.0000
H -1.543 1.077 -6.218 0.0000
H -2.582 -0.005 -5.280 0.0000
H -2.360 1.677 -4.781 0.0000
H 0.459 -0.126 -6.086 0.0001
H 1.107 -0.643 -4.517 0.0003
H -0.280 -1.495 -5.237 0.0000
H -1.709 2.513 -3.061 -0.0001
H -2.443 1.097 -2.295 0.0001
H -0.016 3.510 -2.223 0.0000
H -0.764 3.997 -0.693 0.0000
H 3.401 2.787 0.512 0.0001
H 4.035 4.120 -0.469 0.0000
H 3.320 4.462 1.114 0.0001
H 0.847 5.336 -1.614 0.0000
H 1.444 6.004 -0.087 0.0000
H 2.556 5.698 -1.428 0.0000
S 0.344 -4.494 0.060 0.8958
Sb 0.346 -2.781 -1.594 -0.0468
S 1.932 -1.567 -0.190 0.1420
S -1.703 -1.536 -0.878 -0.0073
O -0.757 1.117 1.938 0.0010
S -0.888 2.559 2.404 -0.0002
C 0.724 3.017 3.117 0.0001
C 1.171 2.198 4.287 -0.0005
C 1.625 0.896 4.105 -0.0018
C 2.004 0.138 5.202 -0.0001
C 1.945 0.670 6.481 0.0001
C 1.498 1.970 6.666 0.0000
C 1.110 2.728 5.573 0.0000
C -1.866 2.315 3.893 -0.0002
C -3.091 1.512 3.557 0.0000
C -4.097 2.022 2.744 0.0002
C -5.220 1.261 2.458 0.0000
C -5.352 -0.012 2.998 0.0000
C -4.352 -0.522 3.818 -0.0001
C -3.215 0.230 4.086 0.0001
H 0.636 4.078 3.362 0.0000
H 1.387 2.909 2.257 0.0003
H 1.653 0.479 3.104 0.0033
H 2.348 -0.883 5.079 0.0008
H 2.247 0.075 7.332 0.0000
H 1.456 2.394 7.660 0.0000
H 0.766 3.746 5.720 0.0000
H -2.086 3.313 4.281 0.0000
H -1.229 1.776 4.593 0.0000
H -4.015 3.029 2.347 0.0000
H -6.005 1.670 1.836 0.0000
H -6.244 -0.592 2.804 0.0000
H -4.477 -1.492 4.285 0.0000
H -2.429 -0.171 4.714 0.0001
N -3.162 -2.066 1.989 0.0006
C -2.347 -3.149 2.631 0.0048
P -0.855 -2.299 3.288 -0.0014
O -1.242 -1.617 4.539 0.0009
O -0.270 -1.575 2.105 -0.0108
C 0.384 -3.660 3.515 0.0046
N 1.663 -3.187 2.890 0.0186
H -4.104 -2.376 1.754 0.0001
H -2.681 -1.773 1.100 -0.0002
H -3.241 -1.240 2.599 0.0004
H -2.109 -3.876 1.855 -0.0031
H -2.920 -3.604 3.436 0.0006
H 0.080 -4.551 2.967 -0.0041
H 0.554 -3.908 4.559 -0.0010
H 2.366 -3.925 2.834 0.0041
H 2.060 -2.406 3.418 -0.0004
H 1.479 -2.811 1.936 0.0014
```

Kohn-Sham gap (spin up / spin down) (eV): 8.10 / 6.20
ΔE to the lowest compared entry with this formula, charge and spin (kcal per mole): 28.2
E_LUMO (spin up / spin down) (eV): -5.33 / -7.05
Multiplicity: 2
Net charge: +2

Number 1: DFT total energy -74219.301 eV. Number 2: DFT total energy -107632.869 eV.